Run one
ORCA calculation (ωB97M-V/def2-TZVPD) on 2 unconnected molecules or ions with the total composition C3H6O2P.

Output
Spin multiplicity: 1
LUMO energy (spin up / spin down) (Ha): 0.14482 / 0.14475
Charge: -1

```
12
C3H6O2P, DFT ωB97M-V/def2-TZVPD
C 2.8329 -0.7753 -0.6195
C -0.4474 0.2811 1.3073
C 0.0265 -0.6734 0.0773
O -0.4253 2.0326 -1.0864
O -2.5080 0.5388 -0.6872
P -0.7995 0.7485 -0.4325
H 2.5647 0.1197 -1.2931
H 2.6908 -1.6496 -1.2748
H 0.2908 1.0178 1.9006
H -1.1837 -0.1195 1.8937
H -0.2763 -1.6284 0.0827
H -2.7656 0.1078 0.1320
```

Run two
ORCA calculation (ωB97M-V/def2-TZVPD) on a gas-phase ion, C3H6O2P (charge -1).

Output
Spin multiplicity: 1
LUMO energy (Ha): 0.15241
Charge: -1

```
12
C3H6O2P, DFT ωB97M-V/def2-TZVPD
C 0.8290 -2.0232 1.4864
C 0.0724 -0.9748 1.0128
P 0.0593 -0.7157 -0.8697
O -1.9962 -0.1553 -0.9072
O 0.7017 0.8137 -0.9890
C -0.0979 1.9267 -1.1370
H 0.9781 -2.3125 2.5092
H 1.4416 -2.4909 0.7535
H -0.7916 -0.5329 1.5946
H -0.4234 2.2452 -2.1972
H 0.3331 2.6994 -0.5530
H -1.1061 1.5202 -0.7035
```

Most stable structure: run two

Run one
ORCA calculation (ωB97M-V/def2-TZVPD) on a molecular structure, C22H42CaCl2F3N6O9S2.

Output
Spin multiplicity: 1
LUMO energy (Ha): -0.12041
Charge: +1

```
87
C22H42CaCl2F3N6O9S2, DFT ωB97M-V/def2-TZVPD
Ca 1.5033 1.3807 2.5737
N -0.1917 1.1730 1.1096
S -1.7053 1.4941 1.0671
O -2.5203 0.3053 1.0069
O -2.1183 2.6537 0.3187
F -1.9107 1.9738 2.5734
S -0.0527 0.4471 -0.4350
O -0.8060 0.9316 -1.5488
O 0.2351 -0.9428 -0.3093
F 1.3712 1.1382 -0.7520
C 1.0097 -1.7643 5.3990
C 0.4516 -1.7316 3.9864
O 0.8130 -0.9067 3.1304
N -0.4022 -2.7165 3.7036
C -0.9254 -3.0217 2.3992
H 1.8874 -2.3926 5.5255
H 0.2146 -2.1009 6.0703
H 1.2161 -0.7662 5.7881
H -0.5604 -3.3425 4.4776
H -1.9313 -3.4341 2.3300
H -0.2530 -3.7245 1.9036
H -1.0469 -2.1074 1.8160
C 3.1576 -2.2335 1.2655
C 3.6998 -0.8373 1.0602
O 2.9699 0.1343 1.3438
N 4.9714 -0.7525 0.7337
C 5.6284 0.5016 0.4289
H 2.5818 -2.1593 2.1870
H 3.8412 -3.0597 1.4693
H 2.5257 -2.5573 0.4396
H 5.5189 -1.5888 0.6260
H 6.6715 0.4296 0.7365
H 5.2435 1.3731 0.9544
H 5.5766 0.7622 -0.6292
C -4.8018 -2.2294 1.8861
C -5.2233 -2.1965 3.3260
O -4.6006 -1.5087 4.1346
N -6.3146 -2.8902 3.6937
C -7.1919 -3.7713 2.9275
H -4.0249 -3.0115 1.9052
H -4.1894 -1.3766 1.6054
H -5.4945 -2.5074 1.0980
H -6.6499 -2.6870 4.6224
H -7.3589 -4.6201 3.5912
H -6.8425 -4.1073 1.9578
H -8.1382 -3.2512 2.7553
C 0.1465 5.0776 1.1533
C -0.0930 4.5303 2.5435
O 0.6958 3.7823 3.1495
N -1.2412 4.8996 3.1132
C -1.6665 4.6055 4.4712
H -0.2202 6.0742 0.9255
H -0.2643 4.3803 0.4190
H 1.2276 5.0725 1.0022
H -1.7938 5.5841 2.6236
H -2.4907 3.8939 4.3707
H -2.0243 5.5111 4.9555
H -0.9157 4.1479 5.1059
C 5.2300 -1.7022 -5.6565
C 4.4009 -2.1950 -4.4835
O 4.2027 -3.3908 -4.2988
N 3.9112 -1.2676 -3.6253
C 3.1776 -1.5922 -2.4130
H 4.6010 -1.5250 -6.5265
H 5.9536 -2.4737 -5.9026
H 5.7699 -0.7946 -5.3801
H 4.2321 -0.3286 -3.7971
H 3.2405 -0.6935 -1.7973
H 3.6281 -2.4438 -1.9107
H 2.1274 -1.7335 -2.6576
C -2.8541 2.2592 -3.2489
Cl -4.2104 1.4868 -4.1215
Cl -2.5892 3.8590 -3.9721
H -3.0690 2.3374 -2.1916
H -1.9981 1.6435 -3.4878
F 1.4107 3.1529 -5.4652
C 0.5832 2.1128 -5.4143
C -0.5575 2.0825 -6.2108
C -1.4357 1.0070 -6.1574
C -1.0789 -0.0837 -5.3603
C 0.0445 -0.0501 -4.5796
C 0.8340 1.0911 -4.5242
H -0.8028 2.8924 -6.8865
H -2.3673 1.0725 -6.6969
H -1.6995 -0.9698 -5.4294
H 0.4479 -0.9001 -4.0445
H 1.6732 1.1867 -3.8460
```

Run two
ORCA calculation (ωB97M-V/def2-TZVPD) on a molecular structure, C22H42CaCl2F3N6O9S2.

Output
Spin multiplicity: 1
LUMO energy (Ha): -0.11558
Charge: +1

```
87
C22H42CaCl2F3N6O9S2, DFT ωB97M-V/def2-TZVPD
Ca 0.9698 1.5688 -2.2340
N 0.5642 0.1102 -0.5849
S 0.7901 0.1728 1.0060
O 1.4079 -0.9984 1.5145
O -0.2235 0.8097 1.7592
F 2.0187 1.1547 1.0992
S -0.4436 -1.2369 -0.6499
O -1.7597 -0.9020 -0.2685
O 0.0749 -2.5148 -0.4117
F -0.5399 -1.1877 -2.2518
C -3.0323 0.4573 -3.0957
C -2.0295 1.1414 -3.9891
O -0.8697 1.3989 -3.6145
N -2.4984 1.5858 -5.1582
C -1.7126 2.3086 -6.1296
H -2.7711 0.6110 -2.0560
H -2.8551 -0.6059 -3.3109
H -4.0692 0.7316 -3.2393
H -3.4970 1.6450 -5.2302
H -1.6112 3.3687 -5.9087
H -2.1297 2.1095 -7.1186
H -0.7091 1.8970 -6.2659
C -2.4701 2.7730 0.1776
C -1.3775 3.4929 -0.5406
O -0.5355 2.8856 -1.2710
N -1.2033 4.7679 -0.2029
C -0.1637 5.6515 -0.6231
H -3.4919 3.0966 -0.0213
H -2.2944 3.1235 1.2036
H -2.3996 1.7029 0.0918
H -1.9328 5.1223 0.3974
H 0.4435 6.0407 0.1980
H -0.6582 6.5124 -1.0734
H 0.5262 5.1745 -1.3084
C -2.2417 -3.9083 -2.1092
C -3.4436 -4.8284 -1.9686
O -4.3872 -4.7592 -2.7375
N -3.4094 -5.6897 -0.9192
C -4.4414 -6.6561 -0.6022
H -1.6870 -4.1402 -3.0173
H -1.6971 -3.9868 -1.1755
H -2.5467 -2.8788 -2.2684
H -2.5139 -5.9278 -0.5244
H -5.4222 -6.2442 -0.8324
H -4.4041 -6.9489 0.4456
H -4.3655 -7.5944 -1.1701
C 3.3229 3.9572 0.6074
C 3.5026 3.2656 -0.7259
O 2.6083 2.5817 -1.2503
N 4.7142 3.3007 -1.2752
C 5.2137 2.2914 -2.2367
H 2.7713 3.3056 1.2783
H 2.8694 4.9435 0.5618
H 4.2978 4.0652 1.0870
H 5.3914 3.8084 -0.7368
H 5.1961 2.6509 -3.2557
H 4.6525 1.3698 -2.0822
H 6.2119 2.0273 -1.8874
C -1.5490 -4.3451 2.6093
C -1.2474 -3.2821 3.6579
O -2.1270 -2.9286 4.4737
N -0.0789 -2.6242 3.5664
C 0.3667 -1.6422 4.5367
H -2.5804 -4.6619 2.7331
H -0.9969 -5.2776 2.7736
H -1.4050 -3.9420 1.6043
H 0.5575 -2.9026 2.8440
H 0.1727 -1.9328 5.5681
H -0.1418 -0.6884 4.3615
H 1.4359 -1.4924 4.4030
C -3.7280 0.4619 3.0565
Cl -4.8682 1.0677 1.8672
Cl -3.0464 1.8051 3.9919
H -4.1874 -0.2334 3.7462
H -2.9208 -0.0618 2.5588
F 4.5162 -2.1066 4.3959
C 4.5496 -1.2689 3.3722
C 5.0251 0.0297 3.5502
C 5.2567 0.8489 2.4366
C 4.8912 0.4209 1.1611
C 4.3427 -0.8534 0.9944
C 4.1942 -1.6782 2.0978
H 5.3158 0.3995 4.5296
H 5.6592 1.8365 2.6291
H 5.0993 1.0357 0.2917
H 3.9752 -1.2608 0.0598
H 3.8103 -2.6966 2.0354
```

Most stable structure: run two

Run one
ORCA calculation (ωB97M-V/def2-TZVPD) on a single C6H10S2 molecule.

Output
Spin multiplicity: 1
LUMO energy (Ha): -0.00613

```
18
C6H10S2, DFT ωB97M-V/def2-TZVPD
C 2.3610 1.4584 -1.1069
C 1.1977 1.3009 -0.4994
C 0.0165 2.2154 -0.7965
C 1.0004 0.2313 0.5286
C -0.0484 -0.7886 0.0794
S 0.4152 -1.9750 -0.9382
S -1.6737 -0.5829 0.5589
C -1.5959 0.3163 2.1316
H 3.2447 0.8581 -0.9328
H 2.5170 2.2945 -1.7656
H 0.3293 3.2188 -1.0671
H -0.5669 1.8204 -1.6404
H -0.6890 2.3202 0.0417
H 0.7201 0.7078 1.4981
H 1.9158 -0.3389 0.6553
H -0.9204 -0.0794 2.8977
H -1.3306 1.3586 1.8585
H -2.6714 0.3643 2.5023
```

Run two
ORCA calculation (ωB97M-V/def2-TZVPD) on a single C6H10S2 molecule.

Output
Spin multiplicity: 1
LUMO energy (Ha): 0.00217

```
18
C6H10S2, DFT ωB97M-V/def2-TZVPD
C 2.3531 0.9549 -3.0954
C 1.1838 0.4560 -2.7053
C 1.0303 -0.1903 -1.3774
S -0.3227 0.6607 -0.5194
C -0.3925 -0.1188 0.9938
S 0.3731 -1.4897 1.4069
C -1.2386 0.5547 2.0444
C -2.6576 0.0282 2.0025
H 3.2415 0.6792 -2.5293
H 2.4707 1.5218 -4.0149
H 0.3382 0.6282 -3.3012
H 0.7523 -1.2253 -1.4584
H 1.9026 -0.1036 -0.7874
H -1.1520 1.6363 1.8841
H -0.8245 0.2751 3.0007
H -3.2453 0.3746 1.1213
H -3.2756 0.4299 2.7991
H -2.6848 -1.0594 1.9104
```

Run three
ORCA calculation (ωB97M-V/def2-TZVPD) on a single C6H10S2 molecule.

Output
Spin multiplicity: 1
LUMO energy (Ha): 0.02417

```
18
C6H10S2, DFT ωB97M-V/def2-TZVPD
C 1.1207 -1.1784 -0.2394
C 0.3867 0.0249 -0.4475
C 0.4724 0.8897 0.7910
C -0.4009 0.1217 1.8407
S -1.4928 -1.2079 1.0147
C -1.0675 -0.2355 -0.5812
C -0.3064 -0.0230 -1.8061
S -0.6784 1.1802 -3.0421
H 2.1707 -1.1188 -0.5698
H 0.7439 -2.3040 -0.3601
H 1.4065 -1.2070 0.8902
H 0.1397 1.8668 0.8419
H 1.5006 0.8758 1.1905
H -1.2011 0.9722 2.2267
H 0.1830 -0.1468 2.7320
H -1.6780 0.6956 -0.3247
H 0.2503 -0.9848 -2.1518
H -1.5493 1.7794 -2.0049
```

Most stable structure: run two

Run one
ORCA calculation (ωB97M-V/def2-TZVPD) on 2 unconnected molecules or ions with the total composition C6H14.

Output
Spin multiplicity: 1
LUMO energy (Ha): -0.05768

```
20
C6H14, DFT ωB97M-V/def2-TZVPD
C 2.1468 -1.7410 0.4004
C 1.1553 -1.2024 -0.6880
C 0.6917 0.2229 -0.1482
C -0.4121 0.9692 -0.9095
C -1.8558 0.6935 -0.2226
C -1.8332 1.3515 1.1580
H 3.0666 -1.1286 0.4996
H 1.5592 -1.8252 1.4128
H 2.3829 -2.7894 0.1319
H 1.6124 -1.1405 -1.6538
H 0.3160 -1.9453 -0.8057
H 1.3725 1.0457 0.2097
H 1.0634 -1.9060 2.1678
H -0.4471 0.8106 -1.9632
H -0.3595 2.0467 -0.7134
H -2.5998 1.2812 -0.6904
H -2.0423 -0.3321 -0.3599
H -2.6027 0.9101 1.7977
H -1.9038 2.3992 1.1021
H -0.7732 0.8115 1.3249
```

Run two
ORCA calculation (ωB97M-V/def2-TZVPD) on a single C6H14 molecule.

Output
Spin multiplicity: 1
LUMO energy (Ha): 0.04343

```
20
C6H14, DFT ωB97M-V/def2-TZVPD
C -2.2243 0.2612 -1.7413
C -1.2848 0.5137 -0.5603
C -0.1678 -0.4889 -0.4109
C 0.6007 -0.2867 0.8894
C 1.6156 -1.4060 1.0777
C 1.2802 1.0827 0.9771
H -1.9809 -0.5255 -2.4665
H -1.7505 1.2071 -2.0209
H -3.3051 0.3762 -1.5954
H -0.7530 1.5413 -0.8051
H -1.8543 0.7411 0.3401
H 0.5023 -0.3783 -1.2806
H -0.5558 -1.5153 -0.4607
H -0.1443 -0.3490 1.6970
H 2.1453 -1.2975 2.0291
H 1.1261 -2.3871 1.0654
H 2.3573 -1.3884 0.2687
H 1.8062 1.1885 1.9333
H 2.0177 1.1995 0.1722
H 0.5693 1.9115 0.8917
```

Most stable structure: run two